(1)
The following is a DFT calculation (ωB97M-V/def2-TZVPD) of C3H10N2O in the gas phase in a non-equilibrium geometry.

Values from the calculation:
Energy relative to the best compared isomer or geometry (same formula, charge and spin) = 177.5 kJ/mol
Total energy = -305.00702 hartree
Kohn-Sham gap = 9.5 eV
HOMO level = -0.3171 Ha

ORCA input file:
```
! RIJCOSX wB97M-V def2-TZVPD def2/J DEFGRID3
* xyz 0 1
N -1.45 -1.22 1.96
C -0.36 -0.49 1.16
N -0.73 -0.69 -0.23
C -0.27 0.36 -1.13
C 1.27 0.54 -0.97
O 1.78 1.16 -2.17
H -1.43 -0.70 2.83
H -0.97 -2.09 2.16
H 0.67 -0.81 1.34
H -0.39 0.57 1.45
H -1.65 -1.03 -0.36
H -0.72 1.35 -0.96
H -0.46 0.22 -2.20
H 1.64 -0.46 -0.75
H 1.52 1.19 -0.13
H 1.54 2.10 -2.00
*
```

***

(2)
The following is a DFT calculation (ωB97M-V/def2-TZVPD) of 2 unconnected molecules or ions with the total composition C3H10N2O in a non-equilibrium geometry.

Values from the calculation:
Energy relative to the best compared isomer or geometry (same formula, charge and spin) = 232.6 kJ/mol
Total energy = -304.98605 hartree
Kohn-Sham gap = 10.2 eV
HOMO level = -0.3432 Ha

ORCA input file:
```
! RIJCOSX wB97M-V def2-TZVPD def2/J DEFGRID3
* xyz 0 1
N 0.09 1.58 -1.20
C 0.83 1.39 -2.29
O 0.62 0.50 -3.15
H -0.29 2.32 -0.71
H 0.05 0.68 -0.61
H 1.77 1.92 -2.26
C -1.42 -0.35 0.97
N -0.11 -0.65 0.30
C 0.79 -1.28 1.32
H -1.48 -0.95 1.91
H -1.43 0.77 1.24
H -2.37 -0.50 0.35
H -0.03 -1.24 -0.57
H 0.50 -2.28 1.40
H 0.61 -0.76 2.27
H 1.88 -1.16 1.03
*
```

***

(3)
The following is a DFT calculation (ωB97M-V/def2-TZVPD) of 2 unconnected molecules or ions with the total composition C3H10N2O.

Values from the calculation:
Energy relative to the best compared isomer or geometry (same formula, charge and spin) = 60.1 kJ/mol
Total energy = -305.05174 hartree
Kohn-Sham gap = 9.4 eV
HOMO level = -0.3140 Ha

ORCA input file:
```
! RIJCOSX wB97M-V def2-TZVPD def2/J DEFGRID3
* xyz 0 1
N -2.72 -0.46 0.47
C -2.01 -0.15 1.58
O -0.96 0.44 1.60
H -2.40 -0.15 -0.44
H -3.56 -1.01 0.59
H -2.50 -0.53 2.50
C 2.52 0.37 -2.12
C 1.30 0.02 -1.26
N 1.66 -0.26 0.12
H 3.06 1.23 -1.71
H 2.17 0.56 -3.14
H 3.23 -0.45 -2.25
H 0.81 -0.85 -1.72
H 0.66 0.88 -1.37
H 1.12 0.14 0.86
H 2.64 -0.03 0.24
*
```

***

(4)
The following is a DFT calculation (ωB97M-V/def2-TZVPD) of 2 unconnected molecules or ions with the total composition C3H10N2O in a non-equilibrium geometry.

Values from the calculation:
Energy relative to the best compared isomer or geometry (same formula, charge and spin) = 421.4 kJ/mol
Total energy = -304.91413 hartree
Kohn-Sham gap = 5.7 eV
HOMO level = -0.2561 Ha

ORCA input file:
```
! RIJCOSX wB97M-V def2-TZVPD def2/J DEFGRID3
* xyz 0 1
C -0.62 0.79 0.65
C 0.42 2.89 0.14
N 0.45 1.63 0.14
H -1.58 1.10 0.25
H -0.70 0.82 1.74
H -0.38 -0.23 0.35
H -0.15 3.37 0.93
H 1.09 3.42 -0.53
H 0.98 1.11 -0.58
N -0.16 -2.63 0.28
C 0.20 -1.97 -1.06
O 0.72 -0.74 -0.96
H 0.64 -2.58 0.92
H -0.96 -2.23 0.77
H 0.84 -2.74 -1.51
H -0.80 -2.00 -1.54
*
```

***

(5)
The following is a DFT calculation (ωB97M-V/def2-TZVPD) of 2 unconnected molecules or ions with the total composition C3H10N2O in a non-equilibrium geometry.

Values from the calculation:
Energy relative to the best compared isomer or geometry (same formula, charge and spin) = 365.9 kJ/mol
Total energy = -304.93527 hartree
Kohn-Sham gap = 8.0 eV
HOMO level = -0.2648 Ha

ORCA input file:
```
! RIJCOSX wB97M-V def2-TZVPD def2/J DEFGRID3
* xyz 0 1
C 2.46 0.28 0.44
C 0.93 0.48 -0.02
N 0.44 -0.53 -0.88
C -0.01 1.04 0.91
N -1.51 0.82 0.73
H 3.07 1.02 -0.31
H 2.43 0.76 1.46
H 3.01 -0.81 0.35
H 1.01 -0.76 -1.75
H -0.32 -1.18 -0.71
H 0.38 1.11 1.93
H -2.28 1.02 1.47
H -1.69 1.62 0.08
O -2.29 -1.80 -1.04
H -3.20 -1.76 -0.80
H -2.42 -1.30 -1.87
*
```

***

(6)
The following is a DFT calculation (ωB97M-V/def2-TZVPD) of 3 unconnected molecules or ions with the total composition C3H10N2O in a non-equilibrium geometry.

Values from the calculation:
Energy relative to the best compared isomer or geometry (same formula, charge and spin) = 986.3 kJ/mol
Total energy = -304.69899 hartree
Kohn-Sham gap = 3.3 eV
HOMO level = -0.2899 Ha

ORCA input file:
```
! RIJCOSX wB97M-V def2-TZVPD def2/J DEFGRID3
* xyz 0 1
C 0.05 -0.51 1.25
C 0.15 -0.84 -0.28
N 1.61 -0.69 -0.78
C -2.90 0.90 -0.77
N -2.34 -0.20 -0.40
H -1.01 -0.14 1.38
H 0.26 -1.30 1.93
H 0.91 0.24 1.22
H -0.33 -0.02 -0.78
H -0.23 -1.78 -0.49
H 2.13 -0.19 0.00
H -3.23 1.06 -1.84
H 2.76 1.91 1.29
H -2.97 1.85 -0.18
H 2.05 -1.58 -0.94
O 2.62 1.10 0.69
*
```

***

(7)
The following is a DFT calculation (ωB97M-V/def2-TZVPD) of 2 unconnected molecules or ions with the total composition C3H10N2O in a non-equilibrium geometry.

Values from the calculation:
Energy relative to the best compared isomer or geometry (same formula, charge and spin) = 149.6 kJ/mol
Total energy = -305.01768 hartree
Kohn-Sham gap = 7.6 eV
HOMO level = -0.2486 Ha

ORCA input file:
```
! RIJCOSX wB97M-V def2-TZVPD def2/J DEFGRID3
* xyz 0 1
C -1.39 -0.58 1.90
C -0.57 -0.27 0.67
N -0.22 1.07 0.51
C -0.26 -1.22 -0.24
N 0.36 -0.91 -1.45
H -1.64 -1.64 1.93
H -2.37 -0.09 1.88
H -0.84 -0.24 2.77
H -0.11 1.49 -0.39
H -0.51 1.65 1.28
H -0.82 -2.14 -0.13
H 0.73 -1.60 -2.06
H 0.35 0.06 -1.70
O 2.43 1.67 -1.34
H 1.84 1.76 -2.07
H 3.02 0.96 -1.55
*
```

***

(8)
The following is a DFT calculation (ωB97M-V/def2-TZVPD) of 2 unconnected molecules or ions with the total composition C3H10N2O in a non-equilibrium geometry.

Values from the calculation:
Energy relative to the best compared isomer or geometry (same formula, charge and spin) = 265.6 kJ/mol
Total energy = -304.68412 hartree
⟨S²⟩ = 0.755
Kohn-Sham gap (alpha / beta) = 9.4 / 4.3 eV
HOMO level (alpha / beta) = -0.4715 / -0.4714 Ha

ORCA input file:
```
! RIJCOSX wB97M-V def2-TZVPD def2/J DEFGRID3
* xyz 1 2
C 1.20 -0.85 -1.82
N 1.74 0.37 -2.39
C 0.90 1.57 -2.45
H 0.32 -0.54 -1.23
H 0.61 -1.58 -2.42
H 1.80 -1.56 -1.22
H 2.32 0.25 -3.22
H 1.52 2.47 -2.35
H 0.45 1.59 -1.45
H 0.19 1.54 -3.26
C -1.36 -0.79 2.24
N -1.23 0.51 1.71
O -1.38 -1.04 3.41
H -1.53 -1.60 1.52
H -1.94 0.95 1.16
H -0.72 1.25 2.17
*
```

***

(9)
The following is a DFT calculation (ωB97M-V/def2-TZVPD) of 2 unconnected molecules or ions with the total composition C3H10N2O2 in a non-equilibrium geometry.

Values from the calculation:
Energy relative to the best compared isomer or geometry (same formula, charge and spin) = 59.6 kJ/mol
Total energy = -380.31397 hartree
Kohn-Sham gap = 10.3 eV
HOMO level = -0.3479 Ha

ORCA input file:
```
! RIJCOSX wB97M-V def2-TZVPD def2/J DEFGRID3
* xyz 0 1
C 1.12 -2.02 -1.38
C 0.24 -0.95 -0.71
O -0.98 -0.94 -0.77
N 0.93 -0.03 -0.01
C 0.38 0.87 1.01
N 1.51 1.43 1.73
H 1.60 -2.56 -0.57
H 0.44 -2.64 -1.95
H 1.86 -1.53 -2.01
H 1.94 -0.11 0.00
H -0.21 1.61 0.47
H -0.31 0.33 1.64
H 2.07 2.11 1.23
H 1.12 1.89 2.54
O -2.74 1.16 0.04
H -3.33 1.66 -0.54
H -2.51 0.36 -0.48
*
```

***

(10)
The following is a DFT calculation (ωB97M-V/def2-TZVPD) of 2 unconnected molecules or ions with the total composition C3H10N2O2 in a non-equilibrium geometry.

Values from the calculation:
Energy relative to the best compared isomer or geometry (same formula, charge and spin) = 746.9 kJ/mol
Total energy = -380.05219 hartree
Kohn-Sham gap = 3.7 eV
HOMO level = -0.2747 Ha

ORCA input file:
```
! RIJCOSX wB97M-V def2-TZVPD def2/J DEFGRID3
* xyz 0 1
N 1.83 1.29 -1.60
C 0.48 1.62 -1.21
C -0.15 0.63 -0.27
N 0.19 0.76 1.16
C -0.32 -0.37 1.95
O 0.12 -0.84 -0.51
H 2.13 1.76 -2.53
H 2.01 0.31 -1.81
H -1.27 0.62 -0.33
H -0.16 1.97 -2.04
H 1.21 0.81 1.24
H 0.43 -1.13 1.94
H -0.35 -0.09 3.03
H -1.24 -0.80 1.50
H -0.67 -1.42 -0.25
H -2.42 -2.83 -0.01
O -1.85 -2.26 0.46
*
```

***

(11)
The following is a DFT calculation (ωB97M-V/def2-TZVPD) of 2 unconnected molecules or ions with the total composition C3H10N2O2 in a non-equilibrium geometry.

Values from the calculation:
Energy relative to the best compared isomer or geometry (same formula, charge and spin) = 603.0 kJ/mol
Total energy = -380.10699 hartree
Kohn-Sham gap = 4.2 eV
HOMO level = -0.2705 Ha

ORCA input file:
```
! RIJCOSX wB97M-V def2-TZVPD def2/J DEFGRID3
* xyz 0 1
N 0.34 -1.91 1.77
C 0.31 -1.90 0.41
C 0.14 -0.60 -0.22
N -1.28 -0.32 -0.51
C -1.46 1.05 -0.96
O 0.85 0.42 0.57
H 0.59 -1.03 2.24
H -0.43 -2.44 2.19
H 0.66 -0.52 -1.19
H 0.82 -2.70 -0.13
H -1.73 -0.49 0.38
H -1.29 1.79 -0.17
H -2.44 1.15 -1.43
H -0.75 1.25 -1.75
H 0.94 1.29 0.00
H 1.81 3.01 -0.94
O 1.04 2.44 -0.98
*
```

***

(12)
The following is a DFT calculation (ωB97M-V/def2-TZVPD) of 2 unconnected molecules or ions with the total composition C3H10N2O2.

Values from the calculation:
Energy relative to the best compared isomer or geometry (same formula, charge and spin) = 284.8 kJ/mol
Total energy = -380.22820 hartree
Kohn-Sham gap = 8.7 eV
HOMO level = -0.2977 Ha

ORCA input file:
```
! RIJCOSX wB97M-V def2-TZVPD def2/J DEFGRID3
* xyz 0 1
C -2.45 0.54 -0.02
C 2.95 0.05 -0.41
C -1.35 -0.40 0.35
N -0.81 -1.17 -0.56
N -0.87 -0.45 1.62
O 0.21 -1.95 -0.35
O 2.33 -0.57 0.68
H -3.15 0.07 -0.70
H -2.98 0.85 0.88
H -2.04 1.43 -0.50
H 3.77 0.65 -0.03
H 2.25 0.70 -0.95
H 3.36 -0.69 -1.12
H -1.22 -1.20 -1.49
H 1.66 -1.20 0.33
H -0.93 0.37 2.18
H 0.00 -0.98 1.69
*
```

***

(13)
The following is a DFT calculation (ωB97M-V/def2-TZVPD) of 2 unconnected molecules or ions with the total composition C3H10N2O2 in a non-equilibrium geometry.

Values from the calculation:
Energy relative to the best compared isomer or geometry (same formula, charge and spin) = 52.8 kJ/mol
Total energy = -380.31656 hartree
Kohn-Sham gap = 9.5 eV
HOMO level = -0.3262 Ha

ORCA input file:
```
! RIJCOSX wB97M-V def2-TZVPD def2/J DEFGRID3
* xyz 0 1
N -2.73 -1.70 0.74
C -1.45 -1.31 0.34
O -0.80 -0.61 1.19
O -1.04 -1.63 -0.78
H -3.03 -2.53 0.27
H -2.81 -1.73 1.74
C 1.84 1.37 0.56
N 1.10 0.30 -0.14
C 0.37 0.80 -1.34
H 2.30 0.98 1.46
H 2.58 1.81 -0.11
H 1.12 2.12 0.87
H 0.30 -0.12 0.51
H 1.71 -0.44 -0.46
H -0.60 1.19 -1.02
H 0.16 -0.04 -1.99
H 0.96 1.55 -1.86
*
```

***

(14)
The following is a DFT calculation (ωB97M-V/def2-TZVPD) of a gas-phase ion, C3H10N2OP (charge +1) in a non-equilibrium geometry.

Values from the calculation:
Energy relative to the best compared isomer or geometry (same formula, charge and spin) = 0.0 kJ/mol
Total energy = -646.23079 hartree
Kohn-Sham gap = 10.9 eV
HOMO level = -0.5233 Ha

ORCA input file:
```
! RIJCOSX wB97M-V def2-TZVPD def2/J DEFGRID3
* xyz 1 1
C -0.10 1.18 1.87
P 0.46 0.80 0.19
C -0.27 1.95 -1.00
O 2.00 0.37 0.10
N -0.37 -0.74 -0.18
C 0.37 -1.74 -0.55
N -0.03 -2.95 -0.82
H 0.26 0.40 2.54
H 0.38 2.12 2.15
H -1.18 1.29 1.94
H 0.11 1.74 -2.00
H -1.35 1.87 -0.98
H 0.02 2.95 -0.72
H -1.37 -0.85 -0.07
H 1.44 -1.50 -0.62
H 0.63 -3.66 -1.11
H -1.00 -3.23 -0.75
*
```

***

(15)
The following is a DFT calculation (ωB97M-V/def2-TZVPD) of a molecular structure, C3H10N2OP in a non-equilibrium geometry.

Values from the calculation:
Energy relative to the best compared isomer or geometry (same formula, charge and spin) = 511.4 kJ/mol
Total energy = -646.03601 hartree
Kohn-Sham gap = 9.7 eV
HOMO level = -0.4810 Ha

ORCA input file:
```
! RIJCOSX wB97M-V def2-TZVPD def2/J DEFGRID3
* xyz 1 1
C 1.08 -1.08 -0.19
C 2.28 -0.23 -0.27
C -0.54 0.02 -0.07
N 1.04 -2.27 0.00
N -0.47 0.83 1.42
O -0.40 0.95 -1.04
P -2.34 -0.79 -0.24
H 2.64 -0.01 0.64
H 2.94 -0.60 -1.06
H 2.05 0.78 -0.77
H 0.35 -2.93 0.13
H -0.86 1.76 1.40
H 0.52 0.88 1.34
H -0.81 0.33 2.26
H -1.19 1.25 -1.48
H -2.31 -1.71 0.78
H -1.93 -1.72 -1.15
*
```

***

(16)
The following is a DFT calculation (ωB97M-V/def2-TZVPD) of 2 unconnected molecules or ions with the total composition C3H10N2OPS in a non-equilibrium geometry.

Values from the calculation:
Energy relative to the best compared isomer or geometry (same formula, charge and spin) = 73.9 kJ/mol
Total energy = -1044.37415 hartree
Kohn-Sham gap = 7.8 eV
HOMO level = -0.4862 Ha

ORCA input file:
```
! RIJCOSX wB97M-V def2-TZVPD def2/J DEFGRID3
* xyz 1 1
C 0.12 0.38 2.53
C -0.51 1.45 -1.86
C -0.88 -0.02 -1.86
N -0.61 0.21 1.49
N 1.31 -0.19 2.67
O -0.21 -2.44 -0.90
P 0.44 -1.02 -1.09
S 2.35 -0.88 -1.00
H -0.19 1.01 3.37
H -1.33 2.02 -2.30
H -0.34 1.81 -0.85
H 0.38 1.63 -2.46
H -1.04 -0.41 -2.87
H -1.79 -0.22 -1.27
H -1.50 0.69 1.50
H 1.86 -0.05 3.50
H 1.69 -0.79 1.96
H 0.27 -3.20 -0.56
*
```